Below is a 2-piece molecular cluster, C7H7NO6 overall in a non-equilibrium geometry, with properties calculated with the ωB97M-V functional and the def2-TZVPD basis.

Last column: Löwdin charge in e.
Atoms and positions in Å:
C  0.516  -2.215  1.172  -0.1435
C  2.796  -0.040  -0.335  -0.1254
C  1.890  -0.923  0.150  -0.1659
C  2.545  1.234  0.446  -0.3973
C  1.003  -0.181  1.031  -0.2948
C  -1.564  1.029  0.104  -0.2277
C  -0.660  -0.051  -0.490  -0.1390
N  0.342  -1.096  1.801  0.1834
O  1.473  -2.181  0.199  0.1114
O  3.070  2.333  0.424  0.1113
O  1.511  1.071  1.289  0.1277
O  3.956  -0.277  -1.036  0.0606
O  -1.010  2.275  0.319  -0.0265
O  -1.134  -1.267  -0.588  0.1133
H  0.010  -3.153  1.281  0.1425
H  -2.307  1.267  -0.550  0.0918
H  -2.007  0.534  1.098  0.1740
H  -0.063  0.350  -1.232  0.1234
H  4.693  0.346  -0.979  0.1200
H  -0.426  2.421  1.065  0.0916
H  -0.756  -1.710  -1.253  0.0691

Its HOMO energy (alpha / beta) is -7.67 / -7.67 eV.